{"formula": "C48H120F2FeO32P8", "method": "ωB97M-V/def2-TZVPD", "total_charge": 1, "multiplicity": 6, "largest_force_ev_per_a": 4.4, "homo_lumo_gap_ev": [10.3, 8.9], "s2": 8.7553, "total_energy_ha": -8503.5155, "species": ["Fe", "F", "F", "C", "C", "O", "P", "O", "O", "C", "C", "O", "C", "C", "H", "H", "H", "H", "H", "H", "H", "H", "H", "H", "H", "H", "H", "H", "H", "C", "C", "O", "P", "O", "O", "C", "C", "O", "C", "C", "H", "H", "H", "H", "H", "H", "H", "H", "H", "H", "H", "H", "H", "H", "H", "C", "C", "O", "P", "O", "O", "C", "C", "O", "C", "C", "H", "H", "H", "H", "H", "H", "H", "H", "H", "H", "H", "H", "H", "H", "H", "C", "C", "O", "P", "O", "O", "C", "C", "O", "C", "C", "H", "H", "H", "H", "H", "H", "H", "H", "H", "H", "H", "H", "H", "H", "H", "C", "C", "O", "P", "O", "O", "C", "C", "O", "C", "C", "H", "H", "H", "H", "H", "H", "H", "H", "H", "H", "H", "H", "H", "H", "H", "C", "C", "O", "P", "O", "O", "C", "C", "O", "C", "C", "H", "H", "H", "H", "H", "H", "H", "H", "H", "H", "H", "H", "H", "H", "H", "C", "C", "O", "P", "O", "O", "C", "C", "O", "C", "C", "H", "H", "H", "H", "H", "H", "H", "H", "H", "H", "H", "H", "H", "H", "H", "C", "C", "O", "P", "O", "O", "C", "C", "O", "C", "C", "H", "H", "H", "H", "H", "H", "H", "H", "H", "H", "H", "H", "H", "H", "H"], "positions_angstrom": [[-1.84, 0.76, -0.30], [-0.26, -0.33, -0.96], [-2.34, 1.50, -2.11], [-4.12, 5.99, -1.20], [-3.56, 4.61, -0.93], [-3.93, 4.29, 0.36], [-4.44, 2.81, 0.76], [-3.43, 1.74, 0.43], [-5.04, 3.01, 2.27], [-5.58, 1.91, 2.94], [-6.88, 2.21, 3.67], [-5.77, 2.60, -0.11], [-6.84, 3.54, 0.02], [-8.21, 2.80, 0.11], [-3.55, 6.42, -2.02], [-5.19, 5.99, -1.41], [-4.04, 6.69, -0.37], [-3.98, 4.06, -1.77], [-2.48, 4.59, -1.06], [-5.71, 1.13, 2.19], [-4.86, 1.45, 3.62], [-6.80, 3.03, 4.38], [-7.67, 2.55, 3.00], [-7.28, 1.40, 4.27], [-6.68, 4.22, 0.86], [-6.93, 4.19, -0.85], [-8.25, 2.24, 1.05], [-9.05, 3.47, -0.07], [-8.20, 2.06, -0.69], [2.87, -0.46, -2.59], [3.50, -1.09, -1.32], [3.68, -2.46, -1.45], [4.83, -3.04, -2.48], [4.59, -2.77, -3.93], [6.19, -2.37, -1.89], [6.74, -1.12, -2.30], [7.77, -1.41, -3.33], [4.98, -4.61, -1.92], [5.57, -4.89, -0.69], [5.87, -6.41, -0.63], [3.56, -0.43, -3.44], [2.10, -1.15, -2.94], [2.53, 0.57, -2.52], [4.45, -0.65, -1.03], [2.81, -0.79, -0.52], [6.01, -0.37, -2.60], [7.26, -0.66, -1.47], [7.22, -1.64, -4.24], [8.32, -0.50, -3.55], [8.46, -2.21, -3.04], [6.50, -4.35, -0.58], [4.96, -4.54, 0.15], [6.26, -6.71, -1.61], [6.62, -6.59, 0.14], [4.97, -6.97, -0.36], [0.91, -4.42, -1.29], [1.90, -5.14, -0.30], [1.12, -5.75, 0.72], [1.91, -6.54, 1.93], [0.95, -7.25, 2.87], [2.76, -5.38, 2.67], [3.49, -5.63, 3.80], [3.19, -4.53, 4.82], [3.02, -7.48, 1.14], [2.71, -8.52, 0.18], [2.86, -9.91, 0.72], [0.22, -3.77, -0.76], [1.50, -3.77, -1.95], [0.35, -5.14, -1.88], [2.53, -5.84, -0.86], [2.49, -4.41, 0.25], [3.20, -6.56, 4.28], [4.54, -5.62, 3.52], [3.47, -3.49, 4.70], [2.13, -4.52, 5.07], [3.76, -4.78, 5.72], [1.78, -8.33, -0.36], [3.44, -8.37, -0.63], [2.35, -10.07, 1.67], [2.55, -10.65, -0.02], [3.94, -10.03, 0.86], [1.41, 4.61, -3.42], [0.65, 3.65, -2.54], [1.28, 3.60, -1.25], [0.37, 3.38, 0.10], [-0.62, 2.29, 0.03], [-0.21, 4.85, 0.41], [0.68, 5.98, 0.66], [-0.16, 7.00, 1.40], [1.48, 3.28, 1.30], [2.42, 2.12, 1.41], [3.35, 2.28, 2.55], [1.44, 5.57, -2.90], [2.42, 4.26, -3.66], [0.84, 4.75, -4.34], [-0.39, 3.97, -2.55], [0.56, 2.62, -2.88], [1.61, 5.72, 1.15], [0.99, 6.42, -0.29], [-1.01, 7.35, 0.81], [-0.55, 6.49, 2.28], [0.50, 7.83, 1.65], [1.99, 1.12, 1.41], [3.02, 2.10, 0.50], [3.70, 3.30, 2.70], [2.87, 1.88, 3.45], [4.29, 1.74, 2.39], [1.43, -2.38, 1.69], [-0.07, -2.65, 1.75], [-0.66, -2.05, 2.88], [-1.07, -0.45, 2.87], [-1.48, 0.12, 1.54], [-2.24, -0.30, 4.00], [-3.49, -1.02, 3.98], [-3.33, -2.55, 4.31], [0.23, 0.22, 3.47], [0.53, 0.04, 4.82], [1.44, -1.19, 5.06], [1.68, -1.39, 2.09], [1.91, -3.22, 2.19], [1.73, -2.33, 0.65], [-0.62, -2.32, 0.87], [-0.16, -3.74, 1.78], [-4.14, -0.53, 4.71], [-4.05, -0.86, 3.05], [-2.89, -3.18, 3.54], [-2.59, -2.69, 5.09], [-4.29, -2.90, 4.69], [1.05, 0.95, 5.11], [-0.38, 0.01, 5.41], [1.77, -1.35, 6.08], [0.94, -2.12, 4.78], [2.35, -1.09, 4.46], [-3.11, -5.64, 0.64], [-3.46, -4.70, -0.57], [-3.16, -3.35, -0.24], [-3.62, -2.06, -1.10], [-3.10, -0.75, -0.60], [-3.15, -2.51, -2.57], [-1.80, -2.40, -3.01], [-1.62, -3.34, -4.17], [-5.25, -2.26, -1.25], [-6.04, -1.55, -2.21], [-6.14, -0.05, -1.96], [-2.04, -5.60, 0.84], [-3.61, -5.23, 1.52], [-3.42, -6.68, 0.49], [-2.91, -5.06, -1.44], [-4.53, -4.82, -0.69], [-1.59, -1.37, -3.30], [-1.11, -2.74, -2.24], [-1.56, -4.35, -3.78], [-2.42, -3.26, -4.90], [-0.63, -3.20, -4.61], [-5.57, -1.69, -3.19], [-7.09, -1.84, -2.20], [-5.21, 0.50, -2.09], [-6.86, 0.45, -2.60], [-6.34, 0.17, -0.91], [-3.03, 6.57, 4.70], [-3.39, 5.52, 3.62], [-3.21, 4.27, 4.12], [-1.87, 3.41, 3.78], [-1.81, 2.75, 2.45], [-1.76, 2.42, 5.06], [-2.66, 2.38, 6.18], [-2.52, 3.59, 7.17], [-0.71, 4.51, 4.01], [0.65, 4.06, 4.09], [1.04, 4.03, 5.56], [-3.15, 7.60, 4.36], [-3.74, 6.47, 5.52], [-2.02, 6.48, 5.09], [-4.40, 5.63, 3.24], [-2.80, 5.74, 2.72], [-3.69, 2.33, 5.83], [-2.42, 1.50, 6.77], [-2.80, 4.57, 6.77], [-2.99, 3.41, 8.14], [-1.47, 3.69, 7.44], [0.87, 3.13, 3.56], [1.37, 4.74, 3.63], [2.11, 3.98, 5.76], [0.77, 4.98, 6.03], [0.44, 3.43, 6.25], [0.15, 0.47, -4.63], [1.16, 1.40, -5.40], [1.29, 1.00, -6.81], [2.68, 1.24, -7.63], [2.69, 0.88, -9.08], [3.77, 0.54, -6.68], [3.89, -0.87, -6.76], [5.28, -1.24, -7.20], [2.93, 2.82, -7.37], [3.60, 3.63, -8.31], [2.87, 4.95, -8.40], [-0.75, 0.48, -5.24], [0.61, -0.51, -4.59], [-0.19, 0.77, -3.64], [0.88, 2.43, -5.19], [2.15, 1.26, -4.97], [3.63, -1.27, -5.78], [3.19, -1.34, -7.45], [5.73, -2.01, -6.58], [5.42, -1.55, -8.23], [6.01, -0.42, -7.21], [4.63, 3.76, -7.97], [3.68, 3.18, -9.30], [1.97, 4.81, -9.00], [2.54, 5.42, -7.47], [3.49, 5.70, -8.89]]}

{"formula": "C6H9BrClN2", "method": "ωB97M-V/def2-TZVPD", "total_charge": 1, "largest_force_ev_per_a": 4.5, "homo_lumo_gap_ev": 8.9, "de_lowest_kcal_mol": 10.80, "total_energy_ha": -3377.4402, "smiles": "N[C@@]1(Br)C=C(Cl)C=C[C@H]1[NH3+]", "species": ["N", "C", "Br", "C", "C", "Cl", "C", "C", "C", "N", "H", "H", "H", "H", "H", "H", "H", "H", "H"], "positions_angstrom": [[0.03, -1.24, -1.65], [0.74, -0.68, -0.60], [2.21, -2.07, 0.10], [1.60, 0.68, -1.01], [1.90, 1.58, -0.09], [2.84, 2.99, -0.46], [1.45, 1.36, 1.30], [0.66, 0.40, 1.70], [-0.15, -0.44, 0.68], [-1.39, 0.48, 0.30], [-0.31, -2.14, -1.41], [0.63, -1.43, -2.42], [2.08, 0.67, -1.98], [1.97, 1.76, 2.15], [0.26, 0.04, 2.67], [-0.49, -1.42, 1.20], [-1.80, 0.23, -0.64], [-2.08, 0.34, 1.07], [-1.01, 1.39, 0.39]]}

{"formula": "C4H9ClN2S", "method": "ωB97M-V/def2-TZVPD", "total_charge": 0, "multiplicity": 3, "largest_force_ev_per_a": 5.7, "homo_lumo_gap_ev": [6.4, 6.0], "s2": 2.0075, "de_lowest_kcal_mol": 7.76, "total_energy_ha": -1125.4773, "species": ["C", "C", "C", "C", "N", "N", "S", "Cl", "H", "H", "H", "H", "H", "H", "H", "H", "H"], "positions_angstrom": [[-1.45, 0.34, -1.44], [0.89, -0.50, -1.38], [0.89, 1.22, 1.01], [-0.40, -0.93, 1.46], [-0.21, 0.12, -0.74], [-0.28, 0.31, 0.66], [-1.57, -0.07, -2.99], [-2.65, 1.09, -0.44], [0.62, -0.61, -2.37], [1.78, 0.12, -1.10], [0.86, -1.52, -1.09], [0.42, 1.90, 1.85], [1.58, 0.59, 1.51], [1.01, 1.78, 0.13], [-0.65, -0.76, 2.42], [-1.27, -1.55, 1.03], [0.44, -1.52, 1.50]]}

{"formula": "C69H78N4O8SSr", "method": "ωB97M-V/def2-TZVPD", "total_charge": -2, "largest_force_ev_per_a": 1.8, "homo_lumo_gap_ev": 6.1, "de_lowest_kcal_mol": 46.51, "total_energy_ha": -3926.1867, "species": ["Sr", "C", "O", "C", "C", "C", "C", "C", "C", "C", "C", "C", "C", "C", "C", "C", "C", "C", "C", "C", "C", "C", "C", "C", "C", "C", "C", "C", "C", "C", "C", "C", "C", "O", "C", "C", "C", "C", "C", "O", "C", "C", "C", "C", "C", "C", "O", "C", "C", "C", "C", "H", "H", "H", "H", "H", "H", "H", "H", "H", "H", "H", "H", "H", "H", "H", "H", "H", "H", "H", "H", "H", "H", "H", "H", "H", "H", "H", "H", "H", "H", "H", "H", "H", "H", "H", "H", "H", "H", "H", "H", "H", "H", "H", "H", "H", "H", "H", "H", "H", "H", "H", "H", "H", "H", "H", "H", "H", "H", "O", "C", "O", "C", "C", "C", "N", "C", "C", "C", "O", "O", "H", "H", "H", "C", "N", "C", "C", "N", "C", "H", "H", "H", "H", "H", "H", "N", "S", "C", "C", "C", "C", "C", "C", "C", "C", "C", "C", "C", "C", "H", "H", "H", "H", "H", "H", "H", "H", "H", "H", "H"], "positions_angstrom": [[0.19, -0.17, 0.05], [2.78, 1.53, -2.28], [2.01, 1.08, -1.15], [2.62, 1.39, 0.05], [2.24, 2.57, 0.69], [0.91, 3.28, 0.38], [0.42, 3.43, -1.05], [0.85, 4.48, -1.85], [0.42, 4.66, -3.16], [-0.51, 3.74, -3.65], [-0.98, 2.68, -2.89], [-2.07, 1.75, -3.35], [-1.77, 0.33, -3.82], [-2.86, -0.40, -4.30], [-2.75, -1.72, -4.72], [-1.52, -2.35, -4.54], [-0.40, -1.68, -4.05], [0.86, -2.53, -3.83], [2.17, -1.95, -3.33], [3.28, -1.86, -4.14], [4.54, -1.47, -3.65], [4.62, -1.20, -2.28], [3.52, -1.26, -1.43], [3.67, -0.94, 0.05], [3.57, 0.51, 0.54], [4.35, 0.97, 1.60], [4.15, 2.23, 2.16], [3.05, 2.98, 1.73], [5.09, 2.81, 3.21], [6.18, 1.82, 3.63], [5.78, 4.05, 2.62], [4.31, 3.22, 4.47], [2.25, -1.65, -1.95], [1.18, -1.71, -1.21], [5.74, -1.42, -4.59], [5.46, -0.44, -5.74], [6.01, -2.81, -5.18], [7.01, -0.95, -3.88], [-0.53, -0.31, -3.80], [0.60, 0.45, -3.61], [1.12, 0.96, -4.83], [-3.90, -2.46, -5.41], [-5.18, -1.62, -5.46], [-3.49, -2.80, -6.84], [-4.23, -3.76, -4.66], [-0.51, 2.49, -1.57], [-0.92, 1.47, -0.88], [0.90, 5.80, -4.07], [1.58, 5.22, -5.31], [1.91, 6.71, -3.36], [-0.29, 6.67, -4.50], [3.80, 1.71, -1.96], [2.33, 2.44, -2.66], [2.77, 0.74, -3.02], [0.94, 4.26, 0.86], [0.14, 2.70, 0.91], [1.57, 5.18, -1.42], [-0.91, 3.84, -4.66], [-2.66, 2.24, -4.12], [-2.72, 1.61, -2.48], [-3.82, 0.11, -4.34], [-1.40, -3.39, -4.81], [1.06, -3.07, -4.76], [0.56, -3.27, -3.09], [3.17, -2.11, -5.19], [5.56, -0.91, -1.84], [4.61, -1.36, 0.42], [2.88, -1.49, 0.57], [5.11, 0.30, 1.99], [2.81, 3.92, 2.22], [6.80, 1.52, 2.79], [5.75, 0.91, 4.07], [6.82, 2.28, 4.38], [6.33, 3.78, 1.72], [6.48, 4.48, 3.35], [5.05, 4.81, 2.35], [3.76, 2.36, 4.87], [3.58, 4.00, 4.25], [4.99, 3.59, 5.24], [4.57, -0.73, -6.30], [6.30, -0.41, -6.44], [5.29, 0.57, -5.35], [5.15, -3.16, -5.75], [6.19, -3.53, -4.38], [6.88, -2.80, -5.84], [6.87, 0.03, -3.42], [7.83, -0.89, -4.59], [7.30, -1.65, -3.09], [0.30, 1.32, -5.47], [1.68, 0.18, -5.36], [1.78, 1.79, -4.59], [-5.03, -0.70, -6.03], [-5.52, -1.35, -4.46], [-5.97, -2.20, -5.95], [-3.26, -1.89, -7.40], [-4.29, -3.33, -7.36], [-2.59, -3.43, -6.86], [-4.46, -3.57, -3.61], [-3.38, -4.46, -4.69], [-5.09, -4.26, -5.12], [2.46, 4.64, -5.03], [1.89, 6.03, -5.99], [0.90, 4.56, -5.86], [2.79, 6.15, -3.04], [1.47, 7.17, -2.47], [2.22, 7.51, -4.04], [-1.02, 6.08, -5.06], [0.04, 7.50, -5.13], [-0.80, 7.08, -3.62], [4.38, -3.89, 4.24], [4.02, -4.46, 3.19], [4.55, -5.41, 2.56], [2.73, -3.90, 2.55], [2.08, -4.58, 1.52], [0.91, -4.07, 0.99], [0.36, -2.93, 1.41], [0.98, -2.26, 2.39], [2.16, -2.71, 2.98], [0.36, -0.91, 2.84], [-0.48, -0.91, 3.75], [0.80, 0.10, 2.20], [2.52, -5.50, 1.15], [0.37, -4.59, 0.20], [2.64, -2.17, 3.78], [-1.10, 2.74, 4.09], [-2.04, 2.84, 2.99], [-2.66, 3.96, 2.47], [-3.46, 3.49, 1.47], [-3.34, 2.13, 1.35], [-2.49, 1.78, 2.29], [-0.44, 3.61, 4.08], [-0.50, 1.84, 3.95], [-1.61, 2.69, 5.05], [-2.47, 4.95, 2.86], [-4.08, 4.07, 0.80], [-2.09, 0.79, 2.50], [-1.93, -1.02, 0.85], [-2.31, -2.32, 1.71], [-3.98, -2.03, 2.29], [-5.00, -1.63, 1.44], [-6.27, -1.40, 1.95], [-6.51, -1.57, 3.31], [-5.48, -1.95, 4.16], [-4.20, -2.18, 3.65], [-2.77, -3.60, 0.50], [-2.19, -3.53, -0.75], [-2.53, -4.48, -1.71], [-3.45, -5.47, -1.42], [-4.02, -5.55, -0.15], [-3.66, -4.62, 0.82], [-2.79, -0.55, 0.53], [-4.82, -1.50, 0.38], [-7.07, -1.08, 1.30], [-7.50, -1.40, 3.71], [-5.66, -2.07, 5.22], [-3.38, -2.45, 4.29], [-1.47, -2.75, -0.98], [-2.07, -4.42, -2.69], [-3.74, -6.19, -2.18], [-4.73, -6.32, 0.09], [-4.09, -4.68, 1.81]]}

{"formula": "C33H27F6IN5O6PS2Ta", "method": "ωB97M-V/def2-TZVPD", "total_charge": 3, "largest_force_ev_per_a": 2.4, "homo_lumo_gap_ev": 7.0, "de_lowest_kcal_mol": 27.93, "total_energy_ha": -4089.7364, "species": ["Ta", "C", "C", "N", "C", "C", "C", "O", "C", "C", "N", "C", "C", "C", "C", "C", "C", "I", "C", "O", "H", "H", "H", "H", "H", "H", "H", "H", "H", "H", "H", "H", "N", "P", "C", "C", "C", "C", "C", "C", "C", "C", "C", "C", "C", "C", "C", "C", "C", "C", "C", "N", "H", "H", "H", "H", "H", "H", "H", "H", "H", "H", "H", "H", "H", "H", "H", "F", "C", "F", "F", "S", "O", "O", "N", "S", "O", "O", "C", "F", "F", "F"], "positions_angstrom": [[-0.63, -0.47, 0.29], [2.00, -1.60, -3.03], [2.77, -1.68, -1.75], [3.99, -2.19, -1.77], [4.70, -2.27, -0.63], [4.25, -1.85, 0.62], [5.16, -2.04, 1.81], [5.10, -0.89, 2.65], [2.96, -1.32, 0.66], [2.36, -0.76, 1.88], [1.15, -0.31, 2.01], [0.85, 0.26, 3.29], [1.31, -0.26, 4.49], [1.01, 0.39, 5.69], [0.25, 1.55, 5.70], [-0.25, 2.07, 4.51], [0.07, 1.40, 3.34], [-0.67, 2.11, 1.54], [2.26, -1.25, -0.53], [1.01, -0.72, -0.44], [2.69, -1.70, -3.86], [1.46, -0.65, -3.12], [1.27, -2.42, -3.09], [5.69, -2.68, -0.73], [6.17, -2.22, 1.45], [4.85, -2.94, 2.36], [5.94, -0.80, 3.12], [3.03, -0.67, 2.72], [1.90, -1.17, 4.50], [1.37, -0.03, 6.62], [0.02, 2.04, 6.63], [-0.85, 2.96, 4.50], [-1.18, 0.40, -2.93], [-0.71, 1.35, -1.63], [-1.89, 2.68, -1.52], [-3.25, 2.41, -1.71], [-4.17, 3.44, -1.62], [-3.73, 4.74, -1.35], [-2.39, 5.00, -1.15], [-1.46, 3.98, -1.24], [0.89, 2.05, -2.05], [1.01, 2.64, -3.31], [2.22, 3.20, -3.69], [3.30, 3.20, -2.82], [3.18, 2.63, -1.56], [1.98, 2.06, -1.17], [-1.53, -0.93, -2.85], [-2.05, -1.55, -3.99], [-2.42, -2.86, -3.93], [-2.24, -3.56, -2.73], [-1.71, -2.90, -1.67], [-1.34, -1.58, -1.68], [-1.41, 0.86, -3.80], [-3.59, 1.40, -1.92], [-5.22, 3.25, -1.78], [-4.45, 5.54, -1.30], [-2.06, 6.01, -0.95], [-0.40, 4.20, -1.13], [0.17, 2.68, -4.00], [2.31, 3.66, -4.67], [4.23, 3.65, -3.12], [4.02, 2.64, -0.88], [1.91, 1.62, -0.19], [-2.15, -0.98, -4.90], [-2.84, -3.35, -4.80], [-2.50, -4.60, -2.64], [-1.53, -3.44, -0.76], [-1.35, -2.99, 4.40], [-1.30, -3.69, 3.31], [-0.11, -4.20, 3.10], [-2.24, -4.58, 3.24], [-1.57, -2.42, 1.89], [-0.52, -2.58, 0.82], [-1.32, -1.03, 2.37], [-3.01, -2.64, 1.37], [-3.75, -1.40, 0.66], [-2.68, -0.36, 0.32], [-4.60, -1.77, -0.41], [-4.77, -0.58, 2.03], [-4.04, 0.33, 2.63], [-5.12, -1.52, 2.87], [-5.81, -0.05, 1.43]]}

{"formula": "C2HClF3N", "method": "ωB97M-V/def2-TZVPD", "total_charge": 0, "largest_force_ev_per_a": 2.9, "homo_lumo_gap_ev": 9.0, "de_lowest_kcal_mol": 36.03, "total_energy_ha": -891.2956, "species": ["C", "C", "N", "F", "F", "F", "Cl", "H"], "positions_angstrom": [[0.50, 0.13, -0.03], [-0.87, -0.46, 0.02], [1.60, -0.34, -0.04], [-1.83, 0.40, 0.30], [-0.92, -1.42, 0.96], [-1.17, -1.04, -1.14], [0.22, 2.55, -0.02], [2.47, 0.18, -0.06]]}